{"formula": "C3H9PSi", "method": "ωB97M-V/def2-TZVPD", "symbols": ["C", "C", "C", "Si", "P", "H", "H", "H", "H", "H", "H", "H", "H", "H"], "xyz": [[1.241, -1.263, 0.864], [1.420, -3.267, -0.835], [1.186, -2.653, 0.589], [-2.334, 4.617, -0.016], [1.228, 0.241, 1.227], [-2.732, 6.005, -0.260], [0.630, -3.010, -1.512], [1.648, -4.294, -0.879], [2.306, -2.624, -1.229], [1.924, -3.285, 1.082], [0.023, -2.873, 0.803], [-2.022, 4.025, -1.293], [-1.177, 4.528, 0.802], [-3.341, 3.853, 0.657]], "largest_force_ev_per_a": 4.89, "mol_weight_g_mol": 104.165, "e_above_lowest_kcal_mol": 19.8, "homo_lumo_gap_ev": 10.0, "smiles": "[SiH4].CCC#P", "homo_ev": -9.35, "lumo_ev": 0.6}